Computed, not measured: 2 unconnected molecules or ions with the total composition C8H12N3O, with ωB97M-V/def2-TZVPD.

XYZ file:
```
24
Properties=species:S:1:pos:R:3
C 3.321 -0.875 0.373
C 3.100 0.463 -0.091
C 2.313 -1.806 0.334
C 1.729 0.790 -0.044
C 1.373 2.026 -0.281
C 0.991 -1.513 -0.279
C -0.788 0.196 -0.366
C 0.569 -0.176 0.301
N -1.461 0.842 1.751
N -4.224 0.458 -0.219
N -1.810 0.429 0.671
O 1.110 3.116 -0.459
H 4.323 -1.258 0.697
H 3.735 1.276 -0.379
H 2.307 -2.812 0.741
H 1.229 -1.434 -1.294
H 0.307 -2.253 -0.064
H -0.594 0.974 -1.122
H -1.264 -0.481 -1.065
H 0.508 -0.021 1.339
H -4.531 -0.293 -0.789
H -4.978 0.444 0.476
H -4.439 1.397 -0.502
H -2.826 0.510 0.271
```

Computed properties:
Energy above the lowest of the compared OMol25 structures with the same formula, charge and spin: 0.058 eV
Net charge: +1
⟨S²⟩: 2.049
Energy: -14995.5275 eV
2S+1: 3

---

Computed, not measured: a molecular structure, C3H6N4, with ωB97M-V/def2-TZVPD.

XYZ file:
```
13
Properties=species:S:1:pos:R:3
N 1.286 -1.136 -0.678
C 0.391 0.244 0.153
C -0.950 -0.142 -0.112
N 0.991 1.443 0.186
N -2.059 0.611 -0.326
C 0.495 -1.490 0.378
N -0.901 -1.455 0.030
H 2.287 -1.250 -0.522
H 0.649 2.181 -0.421
H 1.991 1.500 0.325
H -2.058 1.555 0.033
H -2.937 0.125 -0.198
H 0.815 -2.184 1.153
```

Computed properties:
Energy above the lowest of the compared OMol25 structures with the same formula, charge and spin: 4.543 eV
Net charge: 0
Energy: -9164.3128 eV

---

Computed, not measured: 12 unconnected molecules or ions with the total composition C59H88B5F20N11O3, with ωB97M-V/def2-TZVPD.

XYZ file:
```
186
Properties=species:S:1:pos:R:3
C -1.020 2.969 -0.573
C -0.346 4.112 -1.418
O 0.791 4.053 -1.885
N -1.199 5.365 -1.657
H -1.379 5.480 -2.644
H -2.143 5.143 -1.374
C -0.643 6.645 -1.056
H -0.304 2.159 -0.436
H -1.800 2.628 -1.254
H -1.523 3.319 0.328
H -0.655 6.280 -0.029
H -1.454 7.368 -1.138
H 0.387 6.863 -1.340
C -3.364 -2.451 1.773
N -2.652 -3.012 2.938
C -3.274 -2.915 4.148
C -2.746 -3.540 5.273
C -1.543 -4.225 5.246
C -0.901 -4.256 4.000
C -1.474 -3.697 2.852
C -0.954 -4.779 6.502
C 0.427 -5.034 6.661
C 0.966 -5.718 7.783
N 0.142 -6.174 8.741
C -1.156 -5.878 8.660
C -1.771 -5.132 7.593
C 0.752 -7.031 9.777
H -3.976 -1.572 1.975
H -3.933 -3.336 1.487
H -2.605 -2.137 1.057
H -4.187 -2.348 4.253
H -3.305 -3.352 6.178
H 0.050 -4.757 3.889
H -0.913 -3.822 1.938
H 1.091 -4.676 5.887
H 2.005 -6.003 7.708
H -1.671 -6.146 9.571
H -2.822 -4.900 7.497
H 0.732 -8.076 9.466
H 0.223 -6.879 10.718
H 1.800 -6.735 9.812
C -5.860 2.452 0.929
N -6.033 1.358 -0.118
C -6.854 0.360 0.102
C -7.048 -0.670 -0.855
C -6.409 -0.589 -2.070
C -5.589 0.547 -2.316
C -5.314 1.420 -1.296
C -6.468 -1.666 -3.150
C -5.381 -2.103 -3.927
C -5.575 -3.134 -4.858
N -6.708 -3.784 -4.950
C -7.727 -3.510 -4.115
C -7.664 -2.426 -3.272
C -6.905 -4.833 -6.082
H -5.159 3.188 0.537
H -5.383 2.054 1.825
H -6.855 2.846 1.137
H -7.315 0.455 1.075
H -7.746 -1.468 -0.649
H -5.104 0.552 -3.281
H -4.685 2.295 -1.372
H -4.412 -1.626 -3.954
H -4.748 -3.430 -5.487
H -8.533 -4.214 -4.258
H -8.571 -2.204 -2.728
H -6.331 -5.701 -5.758
H -6.572 -4.357 -7.004
H -7.956 -5.121 -6.087
C 6.748 4.142 -1.729
N 5.477 3.888 -2.597
C 4.971 4.928 -3.339
C 3.983 4.648 -4.243
C 3.494 3.385 -4.476
C 4.081 2.312 -3.759
C 5.009 2.598 -2.724
C 2.330 3.179 -5.394
C 1.205 4.014 -5.486
C 0.180 3.933 -6.405
N 0.276 2.930 -7.334
C 1.205 1.929 -7.242
C 2.225 2.101 -6.287
C -0.712 2.738 -8.423
H 7.665 3.979 -2.296
H 6.832 3.555 -0.815
H 6.738 5.168 -1.361
H 5.410 5.911 -3.249
H 3.439 5.470 -4.685
H 3.716 1.301 -3.866
H 5.580 1.865 -2.173
H 1.292 4.887 -4.857
H -0.610 4.669 -6.405
H 1.139 1.148 -7.985
H 3.029 1.380 -6.303
H -1.588 3.322 -8.139
H -0.937 1.672 -8.456
H -0.314 3.112 -9.366
C 0.578 -0.694 9.422
N 1.100 -0.802 8.038
C 0.803 0.147 7.112
C 1.277 0.014 5.801
C 2.033 -1.120 5.424
C 2.263 -2.135 6.410
C 1.887 -1.879 7.769
C 2.432 -1.422 4.071
C 3.681 -2.090 3.783
C 4.018 -2.411 2.481
N 3.177 -2.126 1.481
C 2.022 -1.447 1.702
C 1.615 -1.177 2.988
C 3.509 -2.551 0.082
H 1.189 -1.232 10.147
H -0.448 -1.049 9.324
H 0.534 0.350 9.731
H 0.218 0.988 7.454
H 1.115 0.852 5.138
H 2.782 -3.057 6.191
H 2.039 -2.555 8.597
H 4.364 -2.323 4.586
H 4.979 -2.825 2.214
H 1.450 -1.210 0.817
H 0.602 -0.835 3.138
H 2.717 -2.239 -0.599
H 3.547 -3.639 0.016
H 4.378 -2.022 -0.308
C 4.392 4.559 2.881
C 4.070 5.220 1.506
C 2.710 4.684 0.776
O 1.455 4.741 1.574
C 1.197 3.629 2.363
N 4.021 6.691 1.765
H 3.194 7.011 2.249
H 4.772 7.049 2.338
H 4.164 7.145 0.874
H 4.509 3.475 2.895
H 3.576 4.747 3.579
H 5.262 4.984 3.382
H 4.981 5.097 0.920
H 2.700 3.671 0.372
H 2.548 5.251 -0.140
H 2.004 3.446 3.072
H 1.057 2.804 1.665
H 0.280 3.626 2.952
C -1.603 -0.784 -2.242
C -0.447 -0.610 -3.237
C 0.595 0.449 -2.696
O 1.270 0.103 -1.406
C 2.299 0.905 -0.996
N 0.239 -1.977 -3.363
H -0.384 -2.679 -3.735
H 0.872 -1.864 -4.141
H 0.720 -2.292 -2.532
H -1.976 0.189 -1.924
H -1.199 -1.196 -1.316
H -2.420 -1.468 -2.470
H -0.780 -0.434 -4.260
H 0.064 1.375 -2.478
H 1.302 0.699 -3.487
H 3.062 0.808 -1.768
H 2.722 0.621 -0.033
H 1.914 1.923 -0.955
B 3.164 -1.426 -4.385
F 3.112 -1.175 -3.032
F 3.069 -2.800 -4.614
F 2.230 -0.709 -5.088
F 4.422 -1.047 -4.856
B -2.077 -4.098 -4.224
F -2.467 -2.881 -4.779
F -3.118 -4.978 -4.442
F -0.884 -4.486 -4.820
F -1.853 -3.987 -2.884
B -2.900 1.762 -4.650
F -2.950 2.111 -3.319
F -3.247 0.387 -4.807
F -3.765 2.402 -5.453
F -1.591 1.932 -5.183
B 0.648 -4.702 -0.319
F -0.535 -5.387 -0.075
F 1.445 -4.398 0.757
F 1.456 -5.415 -1.231
F 0.334 -3.516 -0.872
B 5.155 1.359 1.155
F 5.580 0.197 0.528
F 4.217 0.981 2.095
F 6.253 1.878 1.791
F 4.694 2.227 0.182
```

Computed properties:
Net charge: +6
Energy: -142841.4774 eV

---

Computed, not measured: a molecular structure, C2H3GdO3, with ωB97M-V/def2-TZVPD.

XYZ file:
```
9
Properties=species:S:1:pos:R:3
O 1.176 -0.754 0.673
C 1.626 -2.055 0.397
Gd 1.081 1.517 -0.095
H 1.852 -2.219 -0.667
H 2.534 -2.252 0.991
H 0.849 -2.792 0.658
O 0.532 0.924 2.329
C 0.797 -0.257 2.498
O 1.059 -1.030 3.358
```

Computed properties:
Energy above the lowest of the compared OMol25 structures with the same formula, charge and spin: 0.678 eV
Net charge: +1
⟨S²⟩: 20.027
Energy: -29092.2998 eV
2S+1: 9